## 1
C6H9NO2 | ωB97M-V with the def2-TZVPD basis set

Results
* 2S+1: 1
* structure (SMILES): CC1(C(=O)NC=O)CC1
* frontier orbital gap: 10.9 eV
* HOMO energy: -10.13 eV
* charge: 0
* LUMO level: 0.73 eV

Geometry (Å):
H 0.27 -1.49 1.28
C -0.69 -1.10 0.95
O 3.83 -0.24 0.00
C -1.89 0.95 -0.17
H -1.47 -1.49 1.53
H 2.51 1.83 0.10
C 0.56 1.13 0.14
H 0.08 -1.99 -1.20
H -2.08 2.11 0.23
C 2.59 -0.21 -0.05
H 2.00 -1.11 -0.20
N 1.91 0.97 -0.03
O 0.27 2.32 0.17
C -0.65 -1.41 -0.55
H -1.74 -1.46 -1.02
C -0.62 0.14 0.05
H -2.30 0.98 -1.42
H -2.58 0.08 0.19

=====

## 2
C6H9NO2 | ωB97M-V with the def2-TZVPD basis set

Results
* 2S+1: 1
* frontier orbital gap (spin up / spin down): 8.0 / 6.3 eV
* HOMO energy (spin up / spin down): -7.86 / -6.51 eV
* charge: 0
* LUMO level (spin up / spin down): 0.12 / -0.24 eV

Geometry (Å):
C 1.42 1.11 -0.54
H 0.87 -1.93 -0.59
H -0.63 0.09 2.89
H 2.33 1.75 1.49
C -0.24 -1.82 -0.67
C -0.72 -0.45 -0.66
H -0.43 -2.50 0.26
H 0.47 0.46 -2.23
O 2.36 1.35 -1.28
C 0.06 0.62 -1.25
N -2.03 -0.17 -0.25
C 1.44 1.30 0.91
H -2.24 0.78 0.15
H -2.46 -0.74 0.38
H -0.68 1.52 -1.43
O 0.36 0.27 2.81
C 0.60 0.58 1.57
H -0.49 -2.24 -1.58

=====

## 3
C6H9NO2 | ωB97M-V with the def2-TZVPD basis set

Results
* 2S+1: 1
* structure (SMILES): O=C[C@]12CN[C@@H]1COC2
* frontier orbital gap: 9.4 eV
* HOMO energy: -9.65 eV
* charge: 0
* LUMO level: -0.23 eV

Geometry (Å):
H -1.93 0.51 1.86
H 0.57 -1.40 0.16
H -0.76 -0.86 2.06
H -1.70 -0.04 -1.69
H 2.45 -1.12 -0.70
C 1.76 0.36 0.65
H 0.24 2.50 -1.00
N 1.86 -0.08 -0.76
H 2.14 -0.51 1.31
C -1.13 -0.18 1.28
C -1.18 -0.92 -1.16
O -1.74 1.80 -0.40
C -0.33 1.78 -0.34
C 0.28 -0.63 -0.66
C 0.14 0.42 0.38
H -1.47 -1.87 -1.94
H 2.49 1.36 0.65
O -1.67 -1.13 0.29

=====

Relative energy table, unit hartree: 1 0.0000; 2 0.0627; 3 0.1932

=====

## 1
C5H12OS | ωB97M-V with the def2-TZVPD basis set

Results
* 2S+1: 1
* structure (SMILES): C=C(C)O.CCS
* frontier orbital gap: 9.5 eV
* HOMO energy: -8.89 eV
* charge: 0
* LUMO level: 0.58 eV

Geometry (Å):
H 2.16 -3.04 -1.22
H -2.59 0.61 1.87
H -0.50 -0.05 1.53
C -1.26 1.41 0.39
C 1.39 -2.27 -0.99
C -0.99 2.46 -0.43
H -2.65 -0.17 0.27
H 2.51 -0.53 -1.53
H 0.66 -2.17 -1.85
H 0.85 -2.72 -0.14
H 1.14 -0.18 -0.48
C 1.95 -0.89 -0.67
H -0.03 2.90 -0.55
C -2.58 0.82 0.78
H 2.32 -0.43 1.70
S 3.21 -0.66 0.76
H -1.82 2.85 -0.99
O -0.23 0.77 1.03
H -3.54 1.32 0.53

=====

## 2
C5H12OS | ωB97M-V with the def2-TZVPD basis set

Results
* 2S+1: 1
* frontier orbital gap: 10.3 eV
* HOMO energy: -9.56 eV
* charge: 0
* LUMO level: 0.74 eV

Geometry (Å):
H 0.52 -2.64 0.15
H -0.77 0.84 -1.02
C -0.84 -0.20 -0.76
H -0.10 2.53 0.38
H 0.25 -2.26 1.77
H -1.71 -0.04 1.70
H -0.56 -0.81 -1.58
H 3.30 0.59 -0.35
H -0.21 -0.12 2.61
H -0.52 1.45 1.59
C 1.44 -0.14 0.51
H -1.85 -0.53 -0.66
C -0.15 -2.07 0.86
C -0.08 -0.51 0.48
H -0.27 3.31 0.43
O 2.19 -0.70 1.22
H -1.15 -2.39 0.84
S 1.98 0.96 -0.76
C -0.69 0.37 1.74

=====

Relative energy table, unit hartree: 1 0.0000; 2 0.0210

=====

## 1
C21H42GeNOPSeTc | ωB97M-V with the def2-TZVPD basis set

Results
* 2S+1: 2
* frontier orbital gap (spin up / spin down): 6.1 / 6.9 eV
* HOMO energy (spin up / spin down): -6.29 / -6.36 eV
* charge: 0
* LUMO level (spin up / spin down): -0.19 / 0.50 eV

Geometry (Å):
H 0.86 -3.30 -4.36
H 3.37 1.60 6.06
C 2.35 2.02 -2.19
H -2.02 1.53 2.08
H 0.73 -3.03 -1.33
H 0.01 -1.34 3.72
C 1.07 4.62 -1.73
H 0.33 -1.81 6.83
H 2.19 0.94 -2.12
H 1.71 -1.13 3.29
H -3.42 -2.44 -0.57
H -0.80 -2.44 -5.59
C 0.78 -3.62 -2.24
C 2.22 -1.15 0.20
C 3.10 0.97 5.22
C -1.24 -1.96 -4.73
H -3.05 -1.45 -5.77
H 2.62 2.30 -3.20
H 3.85 0.20 5.12
C -1.07 -1.22 -2.41
C -2.45 -0.82 -2.50
C -3.12 -1.47 -0.17
H 0.40 2.09 6.90
Se 0.35 0.75 2.35
C -0.42 2.42 -2.95
C 0.77 -2.69 -3.45
C 1.99 -1.76 -3.38
C 0.83 -0.62 3.69
H -0.09 2.32 5.23
H 2.90 -2.36 -3.40
H -3.45 1.21 0.14
Tc 0.44 -0.33 0.16
H -0.07 -4.29 -2.27
H 2.56 -2.18 0.08
Ge 1.30 0.16 5.47
C -3.23 -0.41 -1.27
H -0.95 1.18 6.26
C 1.32 -1.35 6.77
H 3.10 1.57 4.32
H 0.20 5.13 -1.35
H 1.69 -4.21 -2.24
H 3.09 -0.48 0.29
C -3.12 -0.91 -3.70
C -2.51 -1.42 -4.84
H 3.14 2.30 -1.50
H -0.06 2.73 -3.93
H -3.03 1.73 -1.49
H 1.95 -1.21 -2.45
P 0.80 2.81 -1.65
H -2.01 -0.21 2.48
H 1.93 4.88 -1.11
H 2.03 -2.11 6.46
H -4.15 -0.57 -3.75
C -0.53 -1.93 -3.55
H -4.28 -0.35 -1.57
N -0.35 -0.93 -1.35
H -1.75 1.00 3.76
H -2.09 -1.55 0.19
C -2.85 0.97 -0.73
C 0.02 1.58 6.02
C -1.57 0.76 2.72
H -3.78 -1.22 0.67
H 2.00 -1.07 -4.22
H 1.26 4.93 -2.75
H -1.36 2.92 -2.73
H 1.59 -1.01 7.76
H -1.79 1.00 -0.47
O 0.37 2.38 -0.29
H -0.58 1.34 -2.95

=====

## 2
C21H42GeNOPSeTc | ωB97M-V with the def2-TZVPD basis set

Results
* 2S+1: 2
* frontier orbital gap (spin up / spin down): 6.1 / 6.7 eV
* HOMO energy (spin up / spin down): -6.21 / -6.14 eV
* charge: 0
* LUMO level (spin up / spin down): -0.15 / 0.53 eV

Geometry (Å):
H -1.67 -3.51 -3.23
H 4.00 2.21 -1.63
H -4.32 -0.08 2.53
H 0.89 -3.85 -0.55
H -2.87 4.05 0.58
H -3.02 0.81 -2.83
C -2.45 3.76 -2.49
C -2.67 -2.20 2.59
C -3.38 3.16 0.22
C -3.37 -3.41 -1.97
H 6.09 -1.52 -0.65
P -2.43 2.47 -1.18
H -3.13 -2.03 3.56
C -0.90 1.14 2.63
H 2.95 -0.50 -0.07
H 6.15 1.71 2.36
H -4.41 3.39 -0.04
C -3.10 -2.22 0.12
H 3.66 1.49 3.38
H 0.05 -0.42 -3.00
H 4.76 0.81 -2.40
C -1.24 -2.37 -1.48
H -3.36 2.40 1.01
H 7.42 -0.40 -0.40
H 6.67 -1.19 0.98
C 6.48 -0.75 0.01
C -3.39 1.06 -1.84
H 0.41 -2.85 -2.73
H -1.97 3.35 -3.38
H -4.85 -3.30 -0.42
H 2.24 0.42 3.64
H -4.00 -3.98 -2.64
C 5.84 2.15 1.41
H -4.82 -0.15 0.84
H -1.40 0.70 3.49
H 5.07 2.89 1.60
H -4.45 1.28 -1.90
H -3.22 0.21 -1.18
H -1.87 4.61 -2.15
N -1.10 -0.89 0.39
H 1.69 -0.77 -2.44
H -2.36 -3.24 2.52
C 0.64 -0.80 -2.16
H 2.16 -2.70 -0.99
C 0.22 -2.24 -1.83
H 3.51 -0.67 1.60
C 4.89 1.58 -1.64
H -1.77 -1.58 2.51
O -1.05 2.11 -0.79
Tc -0.02 0.39 1.05
H 0.93 -2.26 0.22
C 1.11 -2.79 -0.71
C 3.43 0.03 0.76
H 6.70 2.66 0.97
C -2.06 -3.12 -2.30
H 5.74 2.19 -1.92
H -1.02 2.23 2.66
C -3.65 -1.84 1.48
H 0.46 -0.14 -1.31
Se 2.15 1.46 1.32
Ge 5.19 0.76 0.15
C -3.85 -3.00 -0.73
H 2.05 2.18 3.72
H -3.46 4.07 -2.73
C -1.79 -1.78 -0.28
H -4.57 -2.42 1.64
C -4.01 -0.35 1.53
H -3.12 0.23 1.26
C 2.58 1.37 3.24

=====

Relative energy table, unit hartree: 1 0.0000; 2 0.0078

=====

## 1
C3H6N2O2S | ωB97M-V with the def2-TZVPD basis set

Results
* 2S+1: 1
* structure (SMILES): CO/N=C(/N)C(=O)S
* frontier orbital gap: 9.1 eV
* HOMO energy: -8.91 eV
* charge: 0
* LUMO level: 0.19 eV

Geometry (Å):
C 0.12 2.59 1.69
S 1.71 -1.09 -0.05
H 0.28 3.41 0.99
C -0.82 0.10 -0.59
N -1.80 -0.02 -1.50
O -0.56 -2.27 -0.56
H 1.70 0.24 -0.02
H 0.96 2.53 2.42
N -0.70 1.17 0.08
C -0.04 -1.16 -0.46
O 0.20 1.24 1.12
H -2.05 -0.97 -1.69
H -0.81 2.76 2.19
H -2.59 0.60 -1.48

=====

## 2
C3H6N2O2S | ωB97M-V with the def2-TZVPD basis set

Results
* 2S+1: 1
* structure (SMILES): N/N=C/OCC(=O)S
* frontier orbital gap: 9.3 eV
* HOMO energy: -8.73 eV
* charge: 0
* LUMO level: 0.58 eV

Geometry (Å):
H -0.90 -1.81 1.12
H -0.92 -0.50 2.90
C 1.12 0.57 -1.44
H -0.40 -0.36 -2.62
O 1.26 1.73 -1.75
C -0.81 -0.88 0.54
H 3.30 0.35 -0.62
N -0.90 0.28 1.08
S 2.27 -0.50 -0.66
N -1.30 0.28 2.41
H -0.92 1.13 2.82
O -0.55 -1.13 -0.74
H -0.97 0.83 -1.41
C -0.27 0.00 -1.62

=====

Relative energy table, unit hartree: 1 0.0217; 2 0.0000